Entry 1:
Entry from OMol25: a structure of composition C37H38N4O2P2Pt in a non-equilibrium geometry (ωB97M-V/def2-TZVPD).

Each line ends with the Löwdin spin population.
Atoms and positions in Å:
Pt  -0.0424  0.0289  -0.4260  0.58
C  0.8309  0.8582  2.8576  0.00
C  1.0784  2.1514  2.0783  0.02
P  0.2446  2.3346  0.4282  0.10
C  -1.2905  3.2597  0.7071  0.02
C  -1.8912  3.3783  1.9614  0.01
C  -2.9881  4.2079  2.1223  0.00
C  -3.5241  4.8861  1.0346  0.02
C  -2.9564  4.7313  -0.2237  0.00
C  -1.8546  3.9115  -0.3936  0.01
C  1.3226  3.5928  -0.3318  0.01
C  2.1618  3.2885  -1.3979  0.00
C  3.0484  4.2418  -1.8755  0.00
C  3.1017  5.5033  -1.2857  0.00
C  2.2542  5.8123  -0.2279  0.00
C  1.3600  4.8703  0.2468  0.00
C  1.8114  -0.2673  2.5211  0.00
P  1.3774  -1.2947  1.0405  -0.02
C  2.9859  -2.0273  0.5551  0.00
C  3.7664  -2.6325  1.5419  0.00
C  4.8706  -3.3839  1.1809  0.00
C  5.2634  -3.4644  -0.1449  0.00
C  4.5551  -2.7708  -1.1141  0.00
C  3.4178  -2.0573  -0.7665  0.00
C  0.3554  -2.6514  1.7064  0.00
C  -0.9696  -2.7858  1.2898  0.00
C  -1.7874  -3.7493  1.8489  0.00
C  -1.2834  -4.6183  2.8063  0.00
C  0.0469  -4.5217  3.1905  0.00
C  0.8583  -3.5397  2.6567  0.00
H  -0.2002  0.5184  2.7316  0.00
H  0.9668  1.0931  3.9167  0.00
H  2.1501  2.2830  1.8943  0.00
H  0.7405  3.0124  2.6652  0.00
H  -1.5028  2.8382  2.8111  0.00
H  -3.4088  4.3362  3.1073  0.00
H  -4.3762  5.5368  1.1662  0.00
H  -3.3673  5.2569  -1.0721  0.00
H  -1.4114  3.7950  -1.3727  0.00
H  2.1209  2.3036  -1.8452  0.00
H  3.7045  4.0062  -2.6997  0.00
H  3.7973  6.2445  -1.6511  0.00
H  2.2892  6.7912  0.2288  0.00
H  0.7005  5.1204  1.0652  0.00
H  1.8499  -0.9663  3.3617  0.00
H  2.8150  0.1380  2.3633  0.00
H  3.5515  -2.5040  2.5893  0.00
H  5.4299  -3.8946  1.9492  0.00
H  6.1407  -4.0321  -0.4152  0.00
H  4.8848  -2.7830  -2.1412  0.00
H  2.8938  -1.4920  -1.5233  0.00
H  -1.3586  -2.1309  0.5159  0.00
H  -2.8154  -3.8360  1.5321  0.00
H  -1.9217  -5.3667  3.2467  0.00
H  0.4631  -5.2136  3.9060  0.00
H  1.8848  -3.4857  2.9767  0.00
C  -4.5052  0.6010  1.9735  0.00
N  -4.0336  0.1841  0.6788  0.00
C  -4.9303  -0.1984  -0.3062  0.00
C  -4.4612  -0.5628  -1.5589  0.00
C  -3.0926  -0.5188  -1.8269  0.00
N  -2.2355  -0.1563  -0.8044  0.01
C  -2.6951  0.1981  0.4040  0.01
O  -1.8588  0.5336  1.2698  0.15
N  -2.5337  -0.8231  -3.0264  0.00
H  -5.2838  -0.0773  2.3224  0.00
H  -4.9334  1.6046  1.9071  0.00
H  -3.6672  0.6088  2.6694  0.00
H  -5.9711  -0.1808  -0.0470  0.00
H  -5.1614  -0.8805  -2.3122  0.00
H  -3.1274  -0.9020  -3.8360  0.00
H  -1.5764  -0.5501  -3.1795  0.00
O  0.9228  -0.7182  -2.3227  0.05
N  0.7123  -1.7771  -3.0966  0.01
C  0.7071  -3.0428  -2.5992  0.00
C  0.6621  -4.1198  -3.4462  0.00
C  0.5992  -3.9264  -4.8287  0.00
C  0.5681  -2.6180  -5.3140  0.00
C  0.6159  -1.5665  -4.4395  0.00
H  0.7368  -3.1333  -1.5209  0.00
H  0.6924  -5.1156  -3.0339  0.00
H  0.5733  -4.7664  -5.4990  0.00
H  0.5157  -2.4231  -6.3718  0.00
H  0.6171  -0.5340  -4.7485  0.00

The electronic energy comes out at -2603.324375 Ha. As for the multiplicity: 2. Its molecular weight is 827.76 Da. Its total charge is +3. As for the expectation value of S²: 0.766. For the gap between HOMO and LUMO (spin up / spin down), the calculation gives 5.49 / 5.47 eV. Its LUMO energy (spin up / spin down) is -10.819 / -10.892 eV.


Entry 2:
Entry from OMol25: a cluster of 3 separate species, C37H38O4P in total in a non-equilibrium geometry (ωB97M-V/def2-TZVPD).

Each line ends with the Mulliken charge.
Atoms and positions in Å:
C  0.8249  2.1013  -4.5962  -0.98
C  1.1113  0.5625  -4.5169  -0.86
C  -0.1670  -0.3248  -4.7102  0.27
C  -1.0661  -0.2742  -3.4386  -1.28
P  -1.0778  0.0146  -6.3003  -0.03
C  -2.9203  0.1520  -6.1339  -0.79
C  -3.4191  1.4669  -5.4409  -0.56
C  -4.7749  1.1106  -4.7166  0.13
C  -5.6701  2.3685  -4.4757  -1.40
C  -4.5178  0.4326  -3.3195  -1.20
H  1.7953  2.6246  -4.6571  0.36
H  0.3310  2.4766  -3.6810  0.22
H  0.1689  2.3647  -5.4434  0.28
H  1.8774  0.3110  -5.2785  0.37
H  1.5611  0.3027  -3.5423  0.42
H  0.1991  -1.3699  -4.7926  0.58
H  -0.4667  -0.5198  -2.5436  0.63
H  -1.7991  -1.1018  -3.5271  0.31
H  -1.5854  0.6806  -3.2777  0.04
H  -0.8372  -1.0934  -7.1675  0.18
H  -0.5309  1.1314  -6.9984  0.20
H  -3.2526  -0.7154  -5.5298  0.41
H  -3.3497  0.0716  -7.1467  0.52
H  -3.6937  2.2392  -6.1857  0.43
H  -2.6915  1.9133  -4.7405  0.37
H  -5.2730  0.3722  -5.3768  0.37
H  -4.9995  3.2039  -4.1972  0.34
H  -6.2935  2.1565  -3.5882  0.37
H  -6.3127  2.6159  -5.3363  0.37
H  -4.1685  -0.6089  -3.4601  0.25
H  -3.7688  1.0517  -2.7933  0.21
H  -5.4477  0.3853  -2.7274  0.52
C  -4.1380  -5.6484  3.0421  -0.47
C  -3.2356  -5.5506  4.0975  -0.54
C  -2.3461  -4.4879  4.1566  -0.51
C  -2.3479  -3.5235  3.1530  0.15
C  -3.2376  -3.6346  2.0818  0.12
C  -4.1396  -4.6940  2.0357  -0.53
C  -3.2199  -2.6430  0.9801  0.48
O  -3.9948  -2.7337  0.0460  -0.69
C  -2.2303  -1.5386  1.0320  0.26
C  -2.1626  -0.6322  -0.0213  -0.91
C  -1.2508  0.4120  0.0194  -0.29
C  -0.4077  0.5634  1.1160  -1.23
C  -0.4680  -0.3401  2.1663  -0.93
C  -1.3729  -1.3999  2.1235  0.65
C  -1.4048  -2.3831  3.2363  0.68
O  -0.6658  -2.2571  4.1950  -0.70
H  -4.8374  -6.4738  3.0026  0.41
H  -3.2279  -6.3032  4.8755  0.41
H  -1.6494  -4.4118  4.9810  0.46
H  -4.8388  -4.7758  1.2141  0.47
H  -2.8194  -0.7438  -0.8755  0.73
H  -1.1974  1.1134  -0.8045  0.53
H  0.2994  1.3834  1.1496  0.49
H  0.1920  -0.2201  3.0140  0.78
C  2.6529  -0.8084  5.7119  -0.73
C  2.2052  -0.7827  4.3939  -0.23
C  2.9050  -0.0620  3.4369  -0.73
C  4.0482  0.6465  3.7947  0.30
C  4.4831  0.6394  5.1205  0.17
C  3.7883  -0.0991  6.0757  -0.74
C  5.6723  1.4273  5.5289  0.69
O  6.0546  1.4187  6.6821  -0.66
C  6.3800  2.2324  4.5031  0.16
C  7.4633  3.0218  4.8792  -0.54
C  8.1406  3.7687  3.9265  -0.49
C  7.7450  3.7239  2.5927  -0.48
C  6.6632  2.9433  2.2136  -0.55
C  5.9716  2.2026  3.1686  0.20
C  4.7952  1.3988  2.7573  0.58
O  4.4442  1.3609  1.5909  -0.71
H  2.1112  -1.3784  6.4563  0.46
H  1.3124  -1.3262  4.1145  0.71
H  2.5585  -0.0477  2.4111  0.55
H  4.1313  -0.1163  7.1018  0.48
H  7.7756  3.0565  5.9146  0.47
H  8.9797  4.3857  4.2223  0.40
H  8.2793  4.3020  1.8493  0.40
H  6.3550  2.9139  1.1769  0.45

The electronic energy comes out at -2074.818713 Ha. As for the multiplicity: 1. Its molecular weight is 577.68 Da. Its total charge is +1. For the relative energy (zero: lowest compared OMol25 entry of this formula, charge and spin), the calculation gives 0.0 kJ/mol. For the gap between HOMO and LUMO, the calculation gives 8.11 eV. Its LUMO energy is -2.895 eV.


Entry 3:
Entry from OMol25: a structure of composition C37H39AsBClF4I2N2O6Sc (ωB97M-V/def2-TZVPD).

Each line ends with the Mulliken charge.
Atoms and positions in Å:
Sc  -0.9630  -0.9556  1.5583  0.61
C  -1.5852  -4.7408  3.9783  -1.97
C  -1.0024  -3.8447  2.9113  0.84
O  -1.6239  -2.8085  2.6666  -0.37
C  0.2201  -4.2358  2.2254  1.07
C  0.9096  -5.3936  2.6360  -0.81
C  2.0234  -5.8498  1.9785  -0.96
C  2.4717  -5.1508  0.8486  -0.47
C  1.8293  -4.0204  0.4173  -1.04
C  0.7031  -3.5038  1.1046  -0.18
O  0.1528  -2.4186  0.6593  0.87
H  -2.5737  -4.3658  4.2313  0.30
H  -0.9549  -4.7027  4.8696  0.39
H  -1.6482  -5.7778  3.6525  0.45
H  0.5565  -5.9358  3.5024  0.41
H  2.5437  -6.7323  2.3240  0.38
H  3.3430  -5.5048  0.3099  0.43
H  2.1720  -3.4657  -0.4465  0.31
O  -3.1917  2.1006  -0.3363  -0.49
Cl  -3.0746  0.4120  2.9731  0.75
O  -3.9616  1.5346  2.8445  -0.62
O  -3.1704  -0.4827  1.7579  -0.31
O  -1.6469  0.8443  2.8688  -0.49
F  1.7194  0.5734  2.7528  0.04
B  1.4430  -0.3215  3.7713  -0.28
F  0.3137  -1.1721  3.2122  0.07
F  2.4788  -1.1933  4.0163  -0.38
F  0.9579  0.2755  4.9059  -0.37
C  -4.3757  -4.4981  -1.7981  -0.27
C  -4.9910  -3.5562  -0.9882  -0.81
C  -4.2199  -2.8861  -0.0490  -0.37
N  -2.9169  -3.1025  0.1081  0.46
C  -2.3316  -4.0005  -0.6782  -0.25
C  -3.0190  -4.7284  -1.6393  -0.96
H  -4.9433  -5.0365  -2.5470  0.37
H  -6.0458  -3.3352  -1.0808  0.43
H  -4.6523  -2.1326  0.6004  0.50
H  -1.2623  -4.1227  -0.5466  0.44
H  -2.4924  -5.4431  -2.2571  0.44
I  -3.4735  -1.4271  5.4882  0.25
I  -3.8456  -3.1115  7.4799  -0.19
C  -1.6471  6.0042  -4.1296  -1.64
C  -1.1678  4.9979  -3.1193  0.54
C  -1.9458  4.6280  -2.0326  -1.04
C  -1.5084  3.6934  -1.1003  -0.62
C  -2.5204  3.3180  -0.0379  -1.09
C  -0.2331  3.1005  -1.2114  0.18
As  0.2906  2.0207  0.3984  1.18
N  -0.4157  0.3681  -0.0180  1.58
C  -0.6378  -0.0347  -1.3258  0.85
C  0.2325  0.2191  -2.3964  0.05
C  -0.0549  -0.2296  -3.6748  -1.11
C  -1.2153  -0.9478  -3.9385  -1.03
C  -2.0992  -1.1883  -2.8944  -0.56
C  -1.8240  -0.7232  -1.6192  -1.24
C  2.2768  2.0327  0.2941  -0.09
C  3.1583  0.9487  0.2595  1.65
C  2.7435  -0.4966  0.1781  -1.15
C  4.5342  1.1839  0.3211  -0.84
C  5.0684  2.4520  0.4321  0.66
C  6.5541  2.6789  0.4951  -1.71
C  4.1804  3.5182  0.5142  -1.05
C  2.8085  3.3290  0.4652  0.33
C  1.9270  4.5458  0.6027  -1.96
C  0.5477  3.4520  -2.3233  2.31
C  1.9097  2.8955  -2.6725  -1.98
C  0.0647  4.3859  -3.2437  -0.98
H  -2.6489  6.3572  -3.8858  0.35
H  -1.6772  5.5715  -5.1315  0.33
H  -0.9852  6.8717  -4.1687  0.33
H  -2.9306  5.0669  -1.9065  0.28
H  -3.2486  4.1347  0.0375  0.48
H  -2.0646  3.1902  0.9460  0.32
H  -3.2669  2.0199  -1.2949  0.38
H  1.1494  0.7622  -2.2086  0.58
H  0.6414  -0.0162  -4.4782  0.41
H  -1.4347  -1.2936  -4.9407  0.36
H  -3.0252  -1.7253  -3.0727  0.40
H  -2.5560  -0.8536  -0.8322  0.81
H  1.6933  -0.6542  0.3947  -0.85
H  3.3286  -1.0823  0.8897  0.69
H  2.9405  -0.8987  -0.8205  0.50
H  5.2013  0.3269  0.3013  0.31
H  7.0946  1.7331  0.5281  0.36
H  6.8268  3.2539  1.3820  0.35
H  6.9056  3.2369  -0.3759  0.33
H  4.5663  4.5257  0.6385  0.34
H  2.5389  5.4342  0.7603  0.43
H  1.2483  4.4445  1.4527  0.34
H  1.3090  4.7166  -0.2821  0.34
H  2.2230  2.0535  -2.0665  -0.04
H  2.6677  3.6741  -2.5558  0.49
H  1.9136  2.5878  -3.7205  0.48
H  0.6906  4.6276  -4.0988  0.43

The electronic energy comes out at -6471.012561 Ha. As for the multiplicity: 1. Its molecular weight is 1103.67 Da. Its total charge is -1. For the relative energy (zero: lowest compared OMol25 entry of this formula, charge and spin), the calculation gives 196.7 kJ/mol. For the gap between HOMO and LUMO, the calculation gives 5.47 eV. Its LUMO energy is 0.746 eV.


Among the records above, which one has the highest multiplicity?
C37H38N4O2P2Pt


What is the electronic energy in the first record?
-2603.324375 Ha